Record 1
Here is 9 unconnected molecules or ions with the total composition C30H44BrI2NO34S8 in a non-equilibrium geometry from the OMol25 dataset. Energies are from ωB97M-V with the def2-TZVPD basis set.

Cartesian coordinates (Å):
C 6.4899 2.5239 0.3997
C 6.5729 2.6854 -1.2307
I 7.5574 4.5513 -1.9565
C 6.0249 1.6367 -2.1369
I 6.2216 1.9322 -4.3406
N 5.3195 0.3653 -1.7194
C 6.0812 -0.6245 -0.8635
O 7.3454 -1.0500 -1.0405
C 4.9636 -0.9810 0.2893
C 5.0671 -1.7784 1.7180
C 3.6944 -1.9263 2.6165
C 2.2431 -1.2544 2.1390
C 2.1603 -0.4195 0.7061
C 0.7400 0.2979 0.2034
C 0.9753 1.9384 0.3983
C -0.4325 2.7535 0.7049
Br 2.1765 2.3479 1.9943
C 3.5200 -0.3162 -0.2093
C 3.8063 0.3739 -1.6721
O 2.9487 0.8031 -2.6303
H 5.4200 2.3099 0.8249
H 7.2988 1.7149 0.7122
H 6.8543 3.5381 0.9022
H 6.1068 -2.2417 2.0441
H 3.7616 -2.5288 3.6273
H 1.3029 -1.4041 2.8570
H 0.5051 -0.0043 -0.9050
H -0.1591 -0.0781 0.8777
H 1.4789 2.3111 -0.6162
H -1.2819 2.5384 -0.0707
H -0.8187 2.4335 1.7729
H -0.1852 3.9185 0.7466
C -0.8218 -4.0743 -1.5631
C -1.7396 -5.0097 -0.7806
O -1.9008 -4.3935 0.4949
S -1.8391 -2.7738 0.3124
O -3.1948 -2.2748 0.2494
O -0.8486 -2.2488 1.2234
O -1.2195 -2.7545 -1.1954
H 0.2236 -4.2098 -1.2676
H -0.9146 -4.2135 -2.6436
H -1.3193 -6.0126 -0.6740
H -2.7267 -5.0771 -1.2502
C 4.0219 5.4606 4.2384
C 5.0375 5.6937 5.3537
O 5.2046 4.4227 5.9778
S 5.0158 3.2530 4.8569
O 6.3273 2.8502 4.3997
O 4.0272 2.3155 5.3368
O 4.3355 4.1776 3.6992
H 3.0023 5.4232 4.6354
H 4.0805 6.2261 3.4600
H 4.6973 6.4373 6.0782
H 6.0069 5.9998 4.9462
C -3.0347 1.2395 -4.0127
C -3.9525 0.3041 -3.2302
O -4.1137 0.9204 -1.9547
S -4.0519 2.5400 -2.1371
O -5.4077 3.0390 -2.2002
O -3.0615 3.0650 -1.2262
O -3.4324 2.5593 -3.6450
H -1.9893 1.1041 -3.7172
H -3.1275 1.1004 -5.0931
H -3.5322 -0.6988 -3.1236
H -4.9396 0.2367 -3.6998
C -5.9854 -8.5414 0.5776
C -5.6897 -7.1377 1.0992
O -4.3610 -7.2025 1.6121
S -3.5055 -8.2775 0.7330
O -2.7506 -7.5480 -0.2616
O -2.9027 -9.2299 1.6363
O -4.7671 -8.9939 -0.0107
H -6.2408 -9.2208 1.3972
H -6.7906 -8.5458 -0.1620
H -6.3893 -6.8272 1.8789
H -5.7024 -6.4043 0.2860
C 3.6579 7.8233 -0.7526
C 3.9004 6.3960 -1.2363
O 3.4326 5.5597 -0.1806
S 2.1825 6.2961 0.5645
O 0.9542 5.7620 0.0193
O 2.4592 6.3445 1.9813
O 2.4111 7.7845 -0.0603
H 4.4315 8.1359 -0.0438
H 3.6130 8.5373 -1.5793
H 4.9549 6.2004 -1.4449
H 3.3061 6.1764 -2.1296
C -1.1421 -3.5698 4.2302
C -0.8996 -4.9971 3.7464
O -1.3674 -5.8334 4.8021
S -2.6175 -5.0970 5.5472
O -3.8458 -5.6311 5.0020
O -2.3408 -5.0486 6.9641
O -2.3889 -3.6086 4.9224
H -0.3685 -3.2572 4.9389
H -1.1870 -2.8558 3.4035
H 0.1549 -5.1927 3.5379
H -1.4939 -5.2167 2.8531
C -1.2215 -6.4041 -6.2698
C -2.4870 -7.1372 -5.8329
O -3.1126 -6.2714 -4.8885
S -2.7945 -4.7244 -5.2961
O -3.9235 -4.2129 -6.0410
O -2.2426 -4.0523 -4.1428
O -1.5864 -5.0272 -6.3480
H -0.4294 -6.5045 -5.5207
H -0.8534 -6.7566 -7.2370
H -2.2710 -8.1084 -5.3815
H -3.1747 -7.2721 -6.6744
C -3.3215 6.7931 -1.2331
C -4.5870 6.0601 -0.7962
O -5.2126 6.9258 0.1482
S -4.8945 8.4728 -0.2594
O -6.0235 8.9844 -1.0043
O -4.3426 9.1450 0.8939
O -3.6864 8.1700 -1.3113
H -2.5294 6.6927 -0.4840
H -2.9534 6.4406 -2.2003
H -4.3710 5.0888 -0.3448
H -5.2747 5.9251 -1.6377

Output
SMILES: C/C(I)=C(/I)N1C(=O)c2cccc(C[C@@H](C)Br)c2C1=O.O=S1(=O)OCCO1.O=S1(=O)OCCO1.O=S1(=O)OCCO1.O=S1(=O)OCCO1.O=S1(=O)OCCO1.O=S1(=O)OCCO1.O=S1(=O)OCCO1.O=S1(=O)OCCO1
spin multiplicity: 1

Record 2
Here is a molecular structure, C30H44CdN2P2S2 in a non-equilibrium geometry from the OMol25 dataset. Energies are from ωB97M-V with the def2-TZVPD basis set.

Cartesian coordinates (Å):
Cd -1.3590 0.1124 -0.8031
C 5.2094 -2.6330 -1.7072
C 5.0984 -1.1273 -1.7825
C 5.8950 -0.4238 -0.6742
C 5.6646 -0.5682 -3.0990
C 3.6305 -0.7461 -1.6591
C 2.7387 -0.8970 -2.7443
C 1.4449 -0.5353 -2.6093
N 0.9778 0.0436 -1.4886
C 1.8122 0.3863 -0.4910
C 3.1483 -0.0604 -0.5397
C 1.2982 1.0201 0.7131
C 2.1887 1.3617 1.7572
C 1.7107 1.8460 2.9573
C 0.3564 2.1593 3.0112
C -0.4806 1.8760 1.9657
N -0.0088 1.2994 0.8345
C 2.6646 2.1737 4.1088
C 2.6441 3.7130 4.3585
C 2.2186 1.4437 5.3765
C 4.0897 1.7159 3.7778
H 6.2879 -2.8994 -1.7309
H 4.6504 -3.1266 -2.5217
H 4.7731 -2.9258 -0.7092
H 7.0024 -0.4675 -0.8355
H 5.6939 -0.8422 0.3228
H 5.5938 0.6192 -0.6333
H 6.7542 -0.6727 -3.1388
H 5.4577 0.5147 -3.1389
H 5.2348 -1.0698 -3.9851
H 3.0995 -1.3234 -3.6882
H 0.7628 -0.7042 -3.4336
H 3.7817 0.1509 0.3199
H 3.2521 1.2848 1.6064
H -0.0543 2.6931 3.9037
H -1.5531 2.1595 1.9887
H 1.6096 4.1187 4.4890
H 3.1051 4.2646 3.5379
H 3.1976 3.8802 5.2750
H 1.1977 1.7243 5.7220
H 2.9168 1.6058 6.2120
H 2.1918 0.3287 5.1598
H 4.6063 2.2095 2.9404
H 4.1478 0.6299 3.5501
H 4.7075 1.8550 4.6550
C -5.0762 -1.4074 -2.8676
P -4.2069 -0.0283 -1.9856
C -4.4169 1.3994 -3.2097
C -5.6048 0.3201 -0.8077
C -5.4683 1.5689 0.0632
P -3.9509 1.5960 1.1080
C -4.2769 0.2556 2.3038
C -4.3889 3.1152 2.0697
H -6.1795 -1.2545 -2.8108
H -4.7696 -2.3594 -2.3898
H -4.7852 -1.4850 -3.9104
H -5.4025 1.3743 -3.7190
H -3.6347 1.3262 -3.9575
H -4.2316 2.3244 -2.6354
H -5.6558 -0.5682 -0.1929
H -6.5316 0.3047 -1.4256
H -6.3213 1.6607 0.7681
H -5.4551 2.4548 -0.5664
H -5.2585 0.3890 2.7813
H -3.4605 0.2460 3.0418
H -4.2182 -0.7306 1.8198
H -5.3503 3.0252 2.5901
H -4.4066 3.9740 1.4007
H -3.5956 3.2697 2.7883
S -2.3313 -2.1389 0.2305
C -2.0316 -3.0789 -1.1714
C -1.8175 -4.4563 -0.9875
C -1.6696 -5.3600 -2.0681
C -1.7685 -4.8681 -3.3690
C -1.9535 -3.5173 -3.5969
C -2.0715 -2.6163 -2.5311
S -2.0535 -0.9539 -3.0997
H -1.7223 -4.8756 0.0117
H -1.4727 -6.4446 -1.9424
H -1.7453 -5.5018 -4.2365
H -2.0759 -3.1269 -4.6263

Output
spin multiplicity: 1
energy above the lowest of the compared OMol25 structures with the same formula, charge and spin: 0.0000 eV

Record 3
Here is 3 unconnected molecules or ions with the total composition C30H44ClF2O6P from the OMol25 dataset. Energies are from ωB97M-V with the def2-TZVPD basis set.

Cartesian coordinates (Å):
C 3.0492 -1.2748 8.1871
O 2.4191 -0.7638 7.0369
C 1.0520 -1.1109 6.9396
C 0.5957 -1.0344 5.4863
C 1.6382 -1.5270 4.4854
C 1.9969 -3.0062 4.6346
C 0.9158 -3.9858 4.1612
C 0.3670 -3.7267 2.7549
C 1.4392 -3.6268 1.6591
C 1.0972 -2.6054 0.5558
C 1.8643 -1.2773 0.7167
C 2.3597 -0.6500 -0.5861
C 3.4121 -1.4739 -1.3256
C 4.8120 -1.7029 -0.7609
C 4.9378 -2.5510 0.4965
Cl 5.7402 -0.1818 -0.5107
O 1.1854 -0.6673 -1.4865
C 0.4000 0.3749 -1.1546
O -0.7404 0.4932 -1.4433
O 1.0943 1.2669 -0.4054
C 2.5025 0.8978 -0.4908
C 3.2452 1.6413 0.6206
C 3.2735 1.1241 2.0485
O 1.9722 1.1911 2.6085
P 3.0205 1.6784 -2.1352
O 3.9568 0.9878 -3.0460
H 2.8850 -2.3562 8.2768
H 2.6889 -0.7889 9.1024
H 4.1168 -1.0872 8.0863
H 0.8867 -2.1166 7.3478
H 0.4593 -0.4128 7.5455
H -0.3071 -1.6472 5.3923
H 0.2989 -0.0115 5.2403
H 1.2546 -1.3421 3.4755
H 2.5497 -0.9308 4.5950
H 2.2131 -3.2240 5.6859
H 2.9348 -3.1969 4.1053
H 0.0728 -3.9547 4.8595
H 1.3248 -4.9996 4.2185
H -0.2185 -2.8014 2.7673
H -0.3395 -4.5235 2.5084
H 1.6063 -4.6115 1.2149
H 2.3880 -3.3446 2.1202
H 0.0305 -2.3766 0.6152
H 1.2472 -3.0393 -0.4333
H 1.2249 -0.5427 1.2109
H 2.7076 -1.4280 1.3833
H 3.5020 -1.0730 -2.3308
H 2.9911 -2.4804 -1.4187
H 5.3470 -2.2167 -1.5585
H 4.3594 -3.4713 0.3811
H 4.6097 -2.0236 1.3905
H 5.9829 -2.8202 0.6476
H 2.7930 2.6382 0.6484
H 4.2815 1.7798 0.3097
H 3.6784 0.1094 2.0978
H 3.9613 1.7686 2.6078
H 1.9468 0.6527 3.4065
H 1.7573 1.9764 -2.6769
H 3.4534 2.9385 -1.6796
F -2.4913 5.8843 -4.9816
C -2.6992 4.5550 -4.8562
C -2.0107 3.8640 -3.8795
C -2.2289 2.4988 -3.7530
C -3.1229 1.8542 -4.5985
C -3.8006 2.5750 -5.5720
C -3.5934 3.9410 -5.7093
H -1.3235 4.3929 -3.2328
H -1.7009 1.9373 -2.9938
H -3.2894 0.7903 -4.4949
H -4.5010 2.0765 -6.2301
H -4.1104 4.5242 -6.4595
F -10.0452 0.6303 -6.3104
C -9.2431 1.7121 -6.2222
C -9.4606 2.7701 -7.0817
C -8.6311 3.8787 -6.9847
C -7.6106 3.9137 -6.0443
C -7.4172 2.8337 -5.1936
C -8.2372 1.7172 -5.2768
H -10.2617 2.7178 -7.8060
H -8.7862 4.7191 -7.6486
H -6.9673 4.7805 -5.9722
H -6.6180 2.8573 -4.4640
H -8.1069 0.8638 -4.6256

Output
SMILES: COCCCCCCCCC[C@@]1(C[C@H](C)Cl)OC(=O)O[C@]1(CCO)[PH2]=O.Fc1ccccc1.Fc1ccccc1
spin multiplicity: 1

| no. | Kohn-Sham gap (eV) | energy (eV) | E_HOMO (eV) |
| --- | --- | --- | --- |
| 1 | 7.27 | -275832.7632 | -8.884 |
| 2 | 4.57 | -79617.1837 | -5.318 |
| 3 | 9.58 | -71354.9471 | -9.067 |